No. 1
FHN2O3 | ωB97M-V/def2-TZVPD

The geometry in XYZ format:
```
7
Properties=species:S:1:pos:R:3:forces:R:3
O 1.031 1.496 -0.062 -0.363 0.915 -0.253
N 1.810 0.599 0.077 -0.614 -0.239 -0.434
O 2.974 0.548 -0.081 0.626 0.108 0.126
N 1.166 -0.636 0.605 2.407 -2.264 0.197
O -0.114 -0.620 0.498 -0.974 0.121 -0.619
F 1.832 -1.680 -0.366 -1.623 1.622 0.977
H -0.442 0.065 -0.140 0.541 -0.263 0.006
```
Positions in Å, forces in eV/Å.

The value obtained for the HOMO-LUMO gap is 10.8 eV. For the LUMO energy, the calculation gives -0.9 eV. The multiplicity is 1. The value obtained for the energy relative to the best compared isomer or geometry (same formula, charge and spin) is 38.08 kcal per mole. Its total charge is 0. Its highest occupied orbital energy is -11.701 eV. The value obtained for the strongest force on any atom is 3.3 eV Å⁻¹.

=====

No. 2
C14H16F3N4O7SW | ωB97M-V/def2-TZVPD

The geometry in XYZ format:
```
46
Properties=species:S:1:pos:R:3:forces:R:3
W 0.488 -0.308 -0.183 0.291 0.304 0.391
C 2.688 -2.580 0.312 -0.022 0.093 0.808
C 1.698 -3.173 -0.681 0.460 0.674 -0.350
N 0.344 -2.552 -0.658 0.944 0.594 -0.176
C -0.644 -3.191 0.176 -0.989 -0.847 0.899
C -0.302 -3.063 1.680 -0.439 -0.214 -0.697
S -0.026 -1.305 2.077 -0.354 -0.219 -0.009
C 1.571 -1.381 2.909 0.455 0.715 -0.567
C 2.699 -0.830 2.024 -0.512 1.003 0.656
N 2.482 -1.103 0.587 -0.740 -1.349 1.068
H 3.696 -2.656 -0.060 0.278 -0.352 -0.391
H 2.713 -3.142 1.263 -0.271 0.394 -0.305
H 1.641 -4.246 -0.552 -0.081 -0.296 -0.016
H 2.080 -2.943 -1.677 -0.051 -0.375 0.119
H 0.060 -2.626 -1.625 -0.488 0.170 -0.234
H -0.724 -4.269 -0.041 0.008 0.264 -0.030
H -1.602 -2.729 -0.090 0.029 -0.140 0.349
H 0.632 -3.606 1.855 -0.258 0.105 0.206
H -1.102 -3.465 2.334 0.504 0.241 -0.512
H 1.770 -2.405 3.123 -0.097 -0.835 0.289
H 1.501 -0.856 3.851 0.018 0.230 0.104
H 3.606 -1.279 2.396 0.581 -0.212 -0.127
H 2.805 0.257 2.162 -0.218 -0.347 -0.194
H 3.246 -0.665 0.132 0.559 0.792 -0.770
O 0.675 3.320 1.705 -0.108 0.429 0.178
C 0.242 2.553 0.898 -0.452 0.592 -0.040
O 0.866 1.383 0.712 -0.065 -0.312 -0.287
C -0.999 2.862 0.072 0.710 -0.663 0.275
C -1.646 4.087 0.210 0.665 0.339 0.288
C -2.727 4.352 -0.593 -0.464 -0.002 0.053
C -3.274 3.420 -1.475 0.020 0.200 0.029
C -2.705 2.181 -1.508 0.958 0.030 0.164
C -1.531 1.912 -0.783 -0.349 -1.586 -0.179
O -1.012 0.645 -0.915 -0.044 0.480 -0.182
N -3.314 1.144 -2.346 -0.409 -0.348 0.324
O -3.609 0.100 -1.780 0.268 0.401 -0.414
O -3.543 1.428 -3.500 0.100 -0.153 0.168
N -3.417 5.658 -0.432 0.268 -1.629 -1.461
O -3.247 6.207 0.604 0.020 1.263 1.381
O -4.087 6.006 -1.376 -0.308 0.451 -0.007
H -1.239 4.818 0.927 -0.400 -0.389 -0.487
H -4.122 3.604 -2.120 -0.048 0.362 0.176
F 2.940 -0.769 -1.916 -0.189 0.121 -0.163
C 1.623 -0.358 -2.057 0.411 -0.833 -0.496
F 1.694 0.816 -2.662 -0.228 0.432 -0.104
F 1.113 -1.254 -2.982 0.036 0.422 0.274
```
Positions in Å, forces in eV/Å.

The value obtained for the HOMO-LUMO gap (spin up / spin down) is 7.2 / 8.1 eV. For the LUMO energy (spin up / spin down), the calculation gives -4.8 / -4.6 eV. The multiplicity is 3. The value obtained for the energy relative to the best compared isomer or geometry (same formula, charge and spin) is 0.00 kcal per mole. Its total charge is +1. Its highest occupied orbital energy (spin up / spin down) is -11.975 / -12.630 eV. The value obtained for the strongest force on any atom is 2.2 eV Å⁻¹.

=====

No. 3
C11H30N4O3PS | ωB97M-V/def2-TZVPD

The geometry in XYZ format:
```
50
Properties=species:S:1:pos:R:3:forces:R:3
C 1.524 -3.171 0.478 0.453 -0.485 -0.381
S 1.585 -3.037 -1.373 -3.863 -0.065 -2.767
O 1.024 -4.235 -2.045 2.033 1.706 1.988
O 0.907 -1.781 -1.822 2.238 -2.301 1.577
C 3.390 -2.765 -1.790 -1.152 1.921 0.734
C 3.603 -1.245 -1.339 2.009 -0.160 -0.440
C 5.184 -1.221 -1.031 -1.469 -0.718 0.020
C 5.683 -2.702 -1.230 0.615 1.894 -0.280
N 4.415 -3.522 -1.013 1.801 -1.049 -0.043
H 2.394 -2.613 0.905 -0.987 -0.216 -0.209
H 1.582 -4.248 0.773 -0.026 0.817 -0.449
H 0.533 -2.769 0.788 0.842 -0.038 -0.339
H 3.632 -2.949 -2.862 -0.700 0.170 0.740
H 3.411 -0.468 -2.115 -0.315 -1.140 0.380
H 3.051 -0.923 -0.426 0.164 -0.650 -0.793
H 5.223 -0.991 0.059 0.789 0.341 -1.009
H 5.630 -0.502 -1.749 0.227 -0.496 1.070
H 6.545 -2.906 -0.556 -1.003 -0.459 -0.257
H 6.009 -2.925 -2.275 -0.339 0.269 0.795
H 4.691 -4.438 -1.392 -0.872 0.039 -0.215
H 4.258 -3.726 -0.020 -0.418 0.611 -0.115
O -4.449 3.084 0.121 1.152 -0.929 -4.013
P -3.150 2.269 0.132 -0.569 0.684 8.103
N -3.806 0.983 1.096 -0.390 -0.720 -0.278
C -3.121 0.120 2.040 0.490 -0.120 -0.087
C -4.909 0.249 0.471 -0.373 0.367 -0.227
N -2.294 3.387 1.140 0.374 0.619 -0.117
C -1.739 3.058 2.440 0.475 -0.408 -0.228
C -2.784 4.765 1.176 -0.351 0.004 -0.325
N -1.627 1.391 -0.113 -0.591 0.903 -3.151
C -0.545 2.228 -0.691 0.435 0.328 0.252
C -1.775 0.266 -1.071 -0.244 -0.574 0.170
H -2.482 -0.636 1.561 0.065 -0.094 0.004
H -3.847 -0.422 2.652 -0.172 0.090 -0.249
H -2.517 0.663 2.758 0.136 0.192 -0.188
H -4.556 -0.445 -0.303 -0.070 -0.183 0.062
H -5.620 0.928 -0.001 0.172 0.110 0.013
H -5.478 -0.324 1.206 0.189 0.045 0.094
H -2.525 2.897 3.186 0.036 -0.058 0.093
H -1.095 3.866 2.801 -0.158 0.136 -0.113
H -1.085 2.186 2.390 -0.194 -0.149 -0.016
H -3.661 4.866 1.824 -0.037 0.092 -0.061
H -3.047 5.110 0.176 -0.144 -0.078 0.135
H -2.009 5.445 1.540 0.152 -0.237 0.097
H -0.856 2.692 -1.632 0.178 -0.055 -0.063
H 0.347 1.623 -0.879 -0.245 -0.244 -0.091
H -0.224 3.017 -0.015 -0.343 -0.029 0.065
H -2.193 0.605 -2.024 0.167 -0.120 -0.081
H -2.419 -0.523 -0.684 -0.165 0.191 0.151
H -0.813 -0.211 -1.264 -0.003 0.244 0.045
```
Positions in Å, forces in eV/Å.

The value obtained for the HOMO-LUMO gap is 5.8 eV. For the LUMO energy, the calculation gives -4.0 eV. The multiplicity is 1. Its total charge is +1. Its highest occupied orbital energy is -9.779 eV. The value obtained for the strongest force on any atom is 8.2 eV Å⁻¹.